C25H28IN6O4S2Se2Zr | ωB97M-V/def2-TZVPD

```
! wB97M-V def2-TZVPD RIJCOSX def2/J DEFGRID3
* xyz 1 1
Zr 0.61576 -0.06221 -0.65980
C 4.67425 -0.32873 1.06792
C 3.80613 0.72981 1.67090
N 4.09494 1.17536 2.87702
C 3.32314 2.11194 3.43482
C 2.22290 2.66895 2.82285
C 1.39982 3.71191 3.53479
O 1.36165 4.95535 2.84204
C 1.87946 2.19753 1.53710
C 0.73983 2.77248 0.84769
N 0.09696 2.18369 -0.09877
C -1.02681 2.86013 -0.65475
C -2.06429 3.28761 0.16584
C -3.17720 3.89812 -0.38959
C -3.25847 4.07535 -1.76292
C -2.22264 3.65567 -2.58446
C -1.10634 3.04729 -2.03119
I 0.49367 2.48043 -3.24050
C 2.68822 1.21574 0.96016
O 2.43901 0.72244 -0.26821
H 5.41750 -0.64011 1.79617
H 5.19316 0.05459 0.18486
H 4.08100 -1.19652 0.76732
H 3.60924 2.43210 4.43060
H 1.77828 3.83821 4.55166
H 0.36013 3.38951 3.61821
H 2.22995 5.36911 2.89336
H 0.44274 3.77208 1.16087
H -2.00163 3.11250 1.23275
H -3.98145 4.23231 0.25138
H -4.12512 4.55116 -2.20077
H -2.27793 3.81488 -3.65262
O -3.10119 -4.27165 0.53675
C -2.73464 -3.13546 1.31914
C -1.21940 -3.11769 1.51293
C -0.77490 -4.34848 2.32973
O -0.91129 -5.57062 1.64343
C -0.85691 -1.89128 2.34981
Se -0.98684 -0.13683 1.48494
C -0.53440 -3.13226 0.14304
Se 1.31784 -2.45708 0.16454
H -4.05859 -4.36011 0.53937
H -3.22337 -3.17479 2.29881
H -3.04680 -2.21252 0.81357
H -1.33243 -4.36021 3.27639
H 0.28528 -4.24948 2.57216
H -1.80969 -5.61559 1.28959
H 0.18019 -1.96993 2.67160
H -1.48771 -1.83581 3.23741
H -1.12131 -2.56244 -0.57894
H -0.47195 -4.15334 -0.22545
N -3.14702 0.40374 -1.01194
C -2.54985 -0.25538 -2.01577
N -1.23956 -0.45117 -2.12236
C -0.95486 -1.13383 -3.30769
C -2.01738 -1.45453 -4.06981
S -3.46947 -0.90307 -3.32379
C 0.44568 -1.41286 -3.59722
C 0.96700 -2.11478 -4.62259
S 2.69184 -2.12941 -4.51788
C 2.60659 -1.18698 -3.07409
N 1.37255 -0.87873 -2.71553
N 3.69588 -0.79448 -2.40518
H -2.67112 0.40125 -0.10621
H -4.15309 0.43255 -0.99443
H -2.02615 -1.95794 -5.02029
H 0.45191 -2.62333 -5.41830
H 4.59518 -1.18083 -2.62984
H 3.58414 -0.29330 -1.53063
*
```

Values from the calculation:
* HOMO energy: -10.447 eV
* E: -205254.27371 eV
* orbital gap: 7.13 eV